ORCA calculation (ωB97M-V with the def2-TZVPD basis set) on C15H17IrNO4 as an isolated structure at a distorted geometry.

Atoms and positions in Å:
Ir 0.699 -1.763 -0.202
O 1.492 -0.681 2.599
O 0.421 -2.857 -3.109
O 1.534 -4.637 0.709
O -2.235 -2.620 0.420
N -2.626 1.133 1.685
C 0.366 0.570 -2.162
C -0.917 2.613 -2.024
C 6.003 -1.563 -1.269
C 1.309 -0.999 1.494
C -2.785 1.339 3.152
C -1.161 -2.239 0.201
C 5.642 -0.332 -1.679
C -1.230 2.285 -0.705
C 0.613 -2.372 -2.083
C -0.002 0.214 -0.876
C 1.350 -3.558 0.353
C -3.538 0.060 1.234
C -1.135 0.885 1.326
C -0.107 1.740 -2.761
C -0.794 1.083 -0.118
H 5.986 -2.420 -1.952
H -2.191 2.206 3.462
H -3.317 -0.858 1.795
H -3.845 1.507 3.373
H 6.274 -1.760 -0.225
H -1.277 3.552 -2.469
H -3.422 -0.099 0.158
H -0.611 1.618 1.956
H -1.810 2.981 -0.098
H -4.562 0.384 1.459
H -2.900 2.002 1.187
H -2.437 0.439 3.677
H 5.319 -0.148 -2.710
H -0.889 -0.100 1.714
H 0.154 1.971 -3.799
H 1.025 -0.085 -2.732
H 5.607 0.513 -0.983

The calculation puts the HOMO energy (spin up / spin down) at -0.510 / -0.672 hartree. For the frontier orbital gap (spin up / spin down), the calculation gives 0.1307 / 0.1331 hartree. Its net charge is +3. The value obtained for the energy above the lowest of the compared OMol25 structures with the same formula, charge and spin is 0.000 eV. The spin multiplicity is 5.

***

ORCA calculation (ωB97M-V with the def2-TZVPD basis set) on an isolated ion of composition C5H11N2O2 and charge +1 at a distorted geometry.

Atoms and positions in Å:
O 1.280 0.776 0.675
O -2.897 1.096 0.207
N -0.121 -1.036 0.350
N -0.740 0.945 -0.660
C 0.534 0.155 -0.301
C 2.096 1.795 0.112
C -1.777 0.618 0.195
C -1.238 -0.502 1.097
C -0.462 -2.028 -0.707
H -0.864 -1.453 -1.610
H 1.493 2.390 -0.664
H 0.469 -2.411 -0.965
H 2.865 1.384 -0.533
H 0.674 -1.457 1.026
H -0.822 1.525 -1.494
H -2.017 -1.320 1.539
H -0.994 -2.834 -0.147
H 2.420 2.418 1.047
H 1.150 0.043 -1.227
H -1.048 -0.105 2.063

The calculation puts the HOMO energy at -0.526 hartree. For the frontier orbital gap, the calculation gives 0.3997 hartree. Its net charge is +1. The value obtained for the energy above the lowest of the compared OMol25 structures with the same formula, charge and spin is 2.086 eV. Its SMILES is CO[C@@H]1NC(=O)C[N@H+]1C.

***

ORCA calculation (ωB97M-V with the def2-TZVPD basis set) on C34H50CoP as an isolated structure at a distorted geometry.

Atoms and positions in Å:
Co -0.306 -0.542 0.117
P 1.995 0.164 0.474
C -0.844 -1.251 -2.696
C -0.833 1.174 -2.387
C -4.212 1.545 -5.076
C 4.911 -0.379 0.639
C -2.185 -1.918 0.777
C -2.661 -0.796 0.076
C 2.138 1.712 1.629
C 3.400 -1.415 2.328
C -1.987 -1.093 -3.458
C 1.062 2.697 1.173
C -1.963 1.261 -3.175
C 1.325 0.056 -2.268
C -1.316 -3.766 -2.763
C -2.224 0.359 0.765
C -1.489 -0.058 1.910
C -3.452 0.226 -4.974
C 2.259 0.528 -1.319
C 3.828 0.983 -3.120
C -1.447 -1.468 1.902
C -0.180 -0.091 -2.160
C 3.422 -2.208 -0.017
C 3.476 2.455 1.657
C -0.225 2.458 -1.874
C -0.274 -2.654 -2.585
C 2.981 0.363 -4.023
C -2.606 -0.006 -6.241
C 3.474 1.034 -1.784
C 3.517 -0.966 0.870
C 0.648 3.182 -2.907
C 1.736 -0.056 -3.599
C -1.286 3.443 -1.369
C 0.468 -2.845 -1.268
C 1.768 1.223 3.036
C -2.498 0.151 -3.811
H -3.232 0.026 -7.128
H 1.069 0.390 2.989
H -2.388 2.234 -3.354
H -0.184 -2.614 -0.408
H 0.926 4.152 -2.500
H -1.650 4.055 -2.190
H 0.116 2.173 1.017
H 2.597 -2.844 0.291
H 3.324 3.444 2.091
H 0.112 3.343 -3.837
H -1.057 -2.101 2.680
H 3.928 -2.356 2.461
H 3.882 2.609 0.660
H -3.316 -0.812 -0.778
H 1.336 -2.198 -1.257
H 2.643 0.908 3.591
H 5.065 0.574 1.126
H 4.765 1.401 -3.458
H -4.991 1.463 -5.828
H 1.367 3.212 0.264
H 3.249 0.251 -5.062
H 5.637 -1.076 1.055
H -0.857 4.114 -0.626
H 4.336 -2.791 0.081
H -3.540 2.350 -5.368
H -1.622 -3.869 -3.800
H 0.462 -2.766 -3.394
H 4.221 1.953 2.270
H -2.562 1.362 0.573
H -4.683 1.795 -4.128
H 0.416 2.172 -1.045
H 2.364 -1.580 2.614
H 0.903 3.459 1.935
H -2.203 -3.592 -2.160
H 0.802 -3.875 -1.153
H 1.559 2.633 -3.125
H -2.112 -0.974 -6.208
H 1.291 2.024 3.596
H -4.167 -0.603 -4.895
H -2.453 -1.956 -3.904
H -1.839 0.761 -6.342
H -0.888 -4.718 -2.463
H 4.154 1.498 -1.090
H 3.332 -1.936 -1.067
H -1.199 0.588 2.718
H 5.138 -0.286 -0.418
H 1.033 -0.462 -4.312
H -2.434 -2.941 0.556
H -2.132 2.930 -0.915
H 3.849 -0.696 3.004

The calculation puts the HOMO energy (spin up / spin down) at -0.401 / -0.419 hartree. For the frontier orbital gap (spin up / spin down), the calculation gives 0.2519 / 0.3136 hartree. Its net charge is +1. The value obtained for the energy above the lowest of the compared OMol25 structures with the same formula, charge and spin is 1.666 eV. The spin multiplicity is 2.

***

ORCA calculation (ωB97M-V with the def2-TZVPD basis set) on a 3-piece molecular cluster, C6H17NO overall at a distorted geometry.

Atoms and positions in Å:
O -1.078 0.058 0.513
N -0.532 -1.563 -1.321
C -2.169 1.709 1.880
C -1.622 1.349 0.502
C 1.601 0.384 -0.131
C 0.607 -1.953 -0.824
C 0.663 -2.526 0.549
C 1.564 1.087 -1.482
H 1.455 0.371 -2.303
H 0.463 -3.600 0.486
H 0.439 0.129 0.222
H -2.420 1.464 -0.255
H -1.100 -0.787 -0.545
H 0.707 1.762 -1.542
H 2.457 -0.286 -0.059
H 1.747 1.113 0.674
H -0.521 -1.276 -2.293
H -2.966 1.018 2.156
H -1.383 1.614 2.629
H 1.462 -2.117 -1.479
H -0.076 -2.051 1.191
H 2.459 1.682 -1.667
H 1.654 -2.394 0.979
H -2.565 2.726 1.894
H -0.849 2.087 0.228

The calculation puts the HOMO energy at -0.297 hartree. For the frontier orbital gap, the calculation gives 0.3138 hartree. Its net charge is 0. The value obtained for the energy above the lowest of the compared OMol25 structures with the same formula, charge and spin is 2.991 eV.

***

ORCA calculation (ωB97M-V with the def2-TZVPD basis set) on C19H30I2N4O as an isolated structure at a distorted geometry.

Atoms and positions in Å:
I -2.625 0.611 1.535
I -4.774 -1.540 3.484
O 1.223 -0.377 -4.361
N -0.505 1.092 4.479
N -0.653 -0.007 3.758
N 0.631 0.778 -4.238
N 3.142 0.857 4.886
C -0.929 0.154 -2.378
C 1.880 0.481 4.474
C -2.254 -1.702 5.409
C 1.639 -0.684 3.698
C 0.751 1.292 4.786
C -2.120 0.322 -3.317
C 0.013 2.473 -2.520
C 0.293 -0.842 3.358
C -2.028 -0.303 3.367
C -0.890 2.337 -5.450
C -0.064 0.338 -6.599
C -1.710 0.043 -4.761
C 1.472 0.633 -1.896
C 0.287 0.982 -2.801
C 2.736 -1.645 3.285
C -0.492 0.854 -5.222
C 1.698 -3.499 4.561
C 2.195 -3.105 3.395
C -2.799 -1.097 4.111
H -1.219 0.428 -1.361
H 1.458 -2.803 5.371
H -0.098 3.021 -5.146
H 2.928 -1.466 2.216
H 2.368 1.182 -2.193
H 0.823 3.099 -2.896
H -2.553 0.247 -5.425
H 1.704 -0.432 -1.909
H 3.606 0.167 5.468
H 0.158 -0.728 -6.595
H -1.805 2.616 -4.925
H 2.194 -3.771 2.532
H -2.545 1.325 -3.223
H 0.943 2.207 5.357
H -2.752 -2.654 5.620
H 1.243 0.899 -0.862
H -1.067 2.544 -6.506
H -0.922 2.834 -2.944
H -1.494 -1.026 -4.859
H -2.471 -0.981 6.212
H -0.659 -0.907 -2.345
H 3.639 -1.571 3.893
H 0.816 0.872 -6.962
H 3.114 1.753 5.364
H -0.060 2.648 -1.444
H -2.914 -0.370 -3.025
H 0.006 -1.689 2.736
H 1.476 -4.548 4.774
H -1.166 -1.833 5.352
H -0.870 0.491 -7.316

The calculation puts the HOMO energy (spin up / spin down) at -0.378 / -0.407 hartree. For the frontier orbital gap (spin up / spin down), the calculation gives 0.2149 / 0.2440 hartree. Its net charge is +1. The spin multiplicity is 2.

***

ORCA calculation (ωB97M-V with the def2-TZVPD basis set) on C34H38Cl4HgN9O2S as an isolated structure.

Atoms and positions in Å:
Hg -0.243 0.140 0.350
Cl -2.822 -2.135 4.212
Cl -5.598 -4.673 0.277
Cl -5.171 -4.053 3.332
Cl -3.672 -3.358 -1.856
S 2.706 -1.629 1.978
O -1.216 -1.141 1.993
O -1.627 -1.619 -0.667
N 4.039 -0.031 -3.450
N 3.276 0.139 -1.191
N 2.583 -1.586 -2.603
N 1.352 -3.515 -2.358
N 3.228 0.706 3.668
N -1.175 1.669 -1.007
N 0.293 1.994 1.912
N 1.914 -0.156 1.871
N 1.086 -1.743 -0.796
C -4.789 1.878 -1.991
C -3.064 -2.504 2.525
C 1.648 -2.255 -1.800
C -5.380 1.319 -0.871
C -3.449 -3.034 -0.153
C -4.121 -3.350 2.132
C -0.795 3.411 -2.843
C 6.665 -0.612 3.938
C -0.369 4.157 2.711
C -2.402 -2.173 0.196
C 0.080 1.086 -3.031
C -2.186 -1.910 1.616
C 6.586 -1.723 3.110
C 3.311 -0.440 -2.311
C -4.310 -3.619 0.795
C 2.152 0.791 2.751
C 0.710 4.149 3.620
C -3.199 1.083 0.107
C 5.557 0.212 4.103
C -0.508 3.047 1.889
C -3.405 2.024 -2.080
C 0.989 2.678 -1.328
C -5.144 0.200 1.386
C 0.123 -4.128 -1.866
C 1.341 1.957 2.798
C 4.263 -1.212 2.651
C -5.644 2.327 -3.152
C 5.386 -2.002 2.460
C 4.348 -0.080 3.474
C 2.457 -4.454 -2.441
C -4.560 0.908 0.188
C -2.532 1.620 -1.037
C 1.554 3.074 3.665
C -0.286 2.202 -2.039
H 4.715 0.684 -3.231
H -5.658 3.418 -3.236
H 3.355 1.494 4.275
H 2.163 -5.291 -3.076
H -1.301 3.002 1.148
H -6.674 1.987 -3.035
H 7.591 -0.372 4.448
H 0.451 -2.392 -0.343
H -1.487 3.131 -3.633
H -0.831 0.689 -3.488
H -0.691 -3.403 -1.874
H 2.734 -4.853 -1.454
H 5.619 1.089 4.740
H 0.066 3.887 -3.322
H -6.455 1.177 -0.824
H 1.735 3.008 -2.059
H 0.879 4.990 4.284
H -3.022 2.416 -3.007
H 3.913 0.930 -1.159
H -2.604 0.748 0.951
H 0.752 1.450 -3.819
H 0.571 0.267 -2.506
H 0.756 3.508 -0.656
H -5.220 -0.874 1.193
H 1.430 1.879 -0.730
H -6.145 0.572 1.618
H 3.338 -3.983 -2.874
H -1.066 4.980 2.644
H 7.446 -2.366 2.965
H 2.465 -1.785 -3.583
H 0.233 -4.521 -0.845
H -4.511 0.319 2.266
H -0.134 -4.960 -2.523
H 2.378 3.108 4.367
H -1.277 4.147 -2.194
H -5.263 1.934 -4.098
H 5.308 -2.864 1.805
H 4.459 -0.789 -3.969

The calculation puts the HOMO energy (spin up / spin down) at -0.003 / -0.042 hartree. For the frontier orbital gap (spin up / spin down), the calculation gives 0.1463 / 0.1858 hartree. Its net charge is -2. The value obtained for the energy above the lowest of the compared OMol25 structures with the same formula, charge and spin is 1.272 eV. The spin multiplicity is 2.

***

ORCA calculation (ωB97M-V with the def2-TZVPD basis set) on EuHO2S as an isolated structure at a distorted geometry.

Atoms and positions in Å:
Eu -0.488 0.920 0.179
S -2.000 -0.454 -1.827
O 1.297 0.463 1.320
O -0.956 -1.099 -0.664
H 2.147 0.170 0.992

The calculation puts the HOMO energy (spin up / spin down) at -0.289 / -0.289 hartree. For the frontier orbital gap (spin up / spin down), the calculation gives 0.2566 / 0.2293 hartree. Its net charge is 0. The spin multiplicity is 9.

***

ORCA calculation (ωB97M-V with the def2-TZVPD basis set) on one molecule with the formula C2H8O3SSi at a distorted geometry.

Atoms and positions in Å:
S -1.753 -0.038 0.065
Si 0.050 -1.181 -0.408
O -2.123 -0.199 1.455
O -2.713 -0.504 -0.919
O 1.146 -0.314 0.377
C 2.534 -0.480 0.549
C -1.496 1.745 -0.234
H 2.748 -1.456 0.985
H -0.124 -2.556 0.048
H -0.722 2.082 0.443
H 2.885 0.305 1.217
H -2.431 2.253 -0.034
H 0.161 -1.119 -1.864
H -1.205 1.865 -1.269
H 3.043 -0.404 -0.411

The calculation puts the HOMO energy at -0.362 hartree. For the frontier orbital gap, the calculation gives 0.3752 hartree. Its net charge is 0. The value obtained for the energy above the lowest of the compared OMol25 structures with the same formula, charge and spin is 0.245 eV. Its SMILES is CO[SiH2]S(C)(=O)=O.

***

ORCA calculation (ωB97M-V with the def2-TZVPD basis set) on a 3-piece molecular cluster, C5H15N2S overall at a distorted geometry.

Atoms and positions in Å:
S -0.546 -0.152 4.368
N -0.345 -1.486 0.594
N 0.987 1.300 -0.342
C -1.080 -0.961 1.746
C 1.646 2.031 -4.338
C 0.009 -1.005 2.824
C 1.262 1.280 -5.357
C -2.337 -1.772 2.026
H 1.155 1.675 -6.358
H -2.112 -2.837 1.997
H 0.372 0.504 -0.402
H -0.928 -1.553 -0.242
H -1.323 0.090 1.544
H 0.622 2.008 0.277
H 1.929 1.570 -3.402
H -3.174 -1.414 1.440
H 0.971 0.248 -5.213
H 0.637 0.408 4.641
H 0.250 -2.031 3.079
H 0.839 -0.390 2.497
H 1.887 3.082 -4.436
H 1.895 1.012 -0.008
H -2.617 -1.605 3.063

The calculation puts the HOMO energy (spin up / spin down) at -0.338 / -0.338 hartree. For the frontier orbital gap (spin up / spin down), the calculation gives 0.3661 / 0.3112 hartree. Its net charge is 0. The value obtained for the energy above the lowest of the compared OMol25 structures with the same formula, charge and spin is 1.474 eV. The spin multiplicity is 2.

***

ORCA calculation (ωB97M-V with the def2-TZVPD basis set) on a 4-piece molecular cluster, C20H25BN2O8 overall at a distorted geometry.

Atoms and positions in Å:
O -0.102 2.224 3.531
O -0.999 0.218 -1.511
O 4.460 4.458 1.416
O -2.965 -0.242 -0.227
O -1.858 2.759 2.233
O -2.719 -3.460 -4.846
O 2.362 4.452 0.620
O -2.495 -5.488 -3.897
N 0.969 -3.108 2.724
N -0.169 -0.707 1.629
C -0.886 3.098 2.842
C 0.506 -0.748 2.744
C -1.075 -1.988 -0.140
C 3.499 4.086 0.537
C -3.178 -4.667 -4.433
C -0.704 -4.346 -0.242
C -4.891 -3.665 -5.724
C 5.736 3.947 0.990
C 4.091 3.206 -0.543
C 1.066 -1.927 3.282
C 0.012 -4.304 0.889
C 0.920 2.945 4.243
C -0.363 4.509 3.011
C -4.665 -4.780 -4.707
C -3.809 -2.666 -5.345
C 0.228 -3.090 1.577
C 1.054 4.270 3.512
C -1.291 -3.152 -0.779
C -0.320 -1.929 1.050
C 5.412 2.771 0.083
B -1.685 -0.608 -0.649
H 0.660 0.195 3.274
H -5.893 -3.242 -5.702
H -2.895 0.164 0.650
H -0.830 -5.300 -0.744
H -4.911 -5.758 -5.111
H -4.708 -4.045 -6.731
H -0.377 5.043 2.065
H -1.879 -3.166 -1.690
H 4.242 3.806 -1.442
H -4.130 -1.984 -4.554
H 6.316 3.653 1.862
H 6.197 2.557 -0.640
H 1.628 -1.854 4.211
H -0.978 5.026 3.750
H 1.724 4.157 2.661
H -3.467 -2.080 -6.196
H 0.432 -5.210 1.314
H 1.442 5.070 4.141
H 1.845 2.370 4.227
H -0.914 1.092 -1.107
H 0.600 3.069 5.281
H 3.441 2.362 -0.756
H 5.255 1.873 0.683
H 6.269 4.743 0.465
H -5.209 -4.603 -3.778

The calculation puts the HOMO energy at -0.321 hartree. For the frontier orbital gap, the calculation gives 0.3282 hartree. Its net charge is 0. Its SMILES is OB(O)c1cccc2nccnc12.O=C1CCCO1.O=C1CCCO1.O=C1CCCO1.

***

ORCA calculation (ωB97M-V with the def2-TZVPD basis set) on a 3-piece molecular cluster, C13H28FNO6S overall at a distorted geometry.

Atoms and positions in Å:
S 1.513 -2.162 0.985
F 0.555 -1.151 1.867
O -4.504 -1.002 0.299
O 1.621 -2.453 -1.471
O -3.376 4.706 0.228
O 0.729 -3.396 0.703
O 6.815 -2.284 0.690
O 2.703 -2.573 1.763
N 1.846 -1.426 -0.544
C -3.501 -0.060 -0.098
C -3.150 4.033 -1.016
C -4.788 4.810 0.453
C -2.163 -0.645 0.318
C 3.287 -1.062 -0.681
C -3.867 -2.233 0.669
C -2.424 -2.131 0.211
C 3.807 -0.018 0.378
C 5.108 -0.485 1.146
C -5.467 4.436 -0.852
C 6.259 -1.043 0.221
C 5.940 -3.357 0.315
C -4.483 3.446 -1.443
H -4.396 -3.071 0.211
H -4.623 2.464 -0.982
H -5.033 5.822 0.781
H -1.946 -0.380 1.357
H 5.505 0.434 1.663
H 4.048 0.951 -0.130
H 3.874 -2.012 -0.737
H -2.377 3.272 -0.886
H -1.335 -0.299 -0.303
H 6.322 -4.364 0.597
H -4.571 3.331 -2.524
H -2.792 4.773 -1.740
H 4.886 -1.229 1.955
H -3.562 0.057 -1.186
H -3.933 -2.333 1.757
H -5.053 4.110 1.253
H -5.544 5.315 -1.499
H 5.979 -1.110 -0.871
H -3.700 0.907 0.368
H 3.027 0.196 1.161
H 4.963 -3.209 0.849
H 7.121 -0.320 0.263
H -6.469 4.029 -0.709
H 3.385 -0.571 -1.692
H 2.122 -2.267 -2.279
H -1.746 -2.741 0.806
H -2.340 -2.447 -0.834
H 5.730 -3.257 -0.790

The calculation puts the HOMO energy at -0.344 hartree. For the frontier orbital gap, the calculation gives 0.3343 hartree. Its net charge is 0. Its SMILES is COCCCCN(O)S(=O)(=O)F.C1CCOC1.C1CCOC1.

***

| no. | E_tot (Eh) |
| --- | --- |
| 1 | -1040.5110 |
| 2 | -456.7997 |
| 3 | -3049.4203 |
| 4 | -368.6909 |
| 5 | -1631.2414 |
| 6 | -4354.1163 |
| 7 | -1259.5326 |
| 8 | -994.3873 |
| 9 | -707.0821 |
| 10 | -1513.5236 |
| 11 | -1516.1780 |